Record 1
{"formula": "C20H16ClFO5", "method": "ωB97M-V/def2-TZVPD", "species": ["C", "C", "C", "C", "C", "O", "O", "C", "O", "O", "C", "C", "C", "C", "O", "C", "C", "C", "F", "C", "C", "C", "C", "Cl", "C", "C", "C", "H", "H", "H", "H", "H", "H", "H", "H", "H", "H", "H", "H", "H", "H", "H", "H"], "positions_angstrom": [[-3.11369, -2.12017, 1.15126], [-2.83132, -0.70093, 0.77487], [-3.80119, 0.14286, 0.33990], [-5.23402, -0.24862, 0.12731], [-5.39301, -1.28621, -0.95775], [-4.53603, -1.68009, -1.69968], [-6.65393, -1.73954, -1.00825], [-3.50162, 1.53054, -0.00056], [-4.32426, 2.33307, -0.37983], [-2.22009, 1.95333, 0.13805], [-1.22235, 1.12839, 0.53882], [0.05918, 1.67412, 0.60188], [0.31949, 3.10548, 0.25201], [1.11773, 0.85350, 1.00399], [2.33049, 1.46429, 1.05207], [3.48977, 0.70569, 1.31481], [3.82793, -0.28773, 0.22732], [4.10594, -1.61767, 0.52458], [4.06806, -2.01288, 1.81610], [4.41662, -2.55830, -0.43785], [4.45191, -2.16327, -1.76346], [4.19134, -0.84913, -2.10467], [3.88999, 0.07743, -1.11678], [3.60711, 1.71246, -1.57526], [0.88302, -0.48291, 1.32851], [-0.38958, -1.00108, 1.26333], [-1.47574, -0.21388, 0.87201], [-2.66434, -2.35380, 2.11449], [-4.17979, -2.31220, 1.20851], [-2.68966, -2.78523, 0.40027], [-5.77972, 0.64515, -0.19388], [-5.71152, -0.61610, 1.03782], [-6.75689, -2.37509, -1.73390], [-0.57617, 3.56755, -0.14923], [0.64022, 3.65183, 1.13772], [1.12318, 3.16694, -0.47872], [4.28790, 1.45412, 1.37838], [3.41462, 0.19412, 2.28166], [4.62203, -3.57389, -0.14087], [4.68766, -2.88159, -2.53239], [4.22520, -0.53132, -3.13425], [1.68663, -1.12626, 1.64362], [-0.53991, -2.03782, 1.51458]], "forces_ev_per_angstrom": [[-0.0383, 0.1110, -0.0877], [-0.4901, 0.3615, -0.1230], [0.1822, -0.3594, 0.1594], [0.1118, 0.0523, -0.0787], [0.0951, -0.0873, -0.1146], [0.1401, -0.0124, -0.0646], [-0.6200, -0.0409, 0.1345], [-0.5662, 0.1780, -0.1236], [0.3605, -0.1799, 0.0901], [0.1350, 0.2406, -0.0343], [0.6369, -0.6735, 0.2900], [-0.0385, 0.0509, -0.0547], [-0.0288, -0.0100, -0.0274], [-0.5120, -0.0943, -0.0690], [-0.3667, 0.0918, 0.0907], [0.3488, -0.1344, 0.1807], [-0.0876, 0.0192, 0.1236], [0.0321, 0.1117, -0.2892], [-0.0374, 0.0297, -0.0496], [-0.0295, 0.0197, 0.1882], [-0.0271, 0.0717, 0.1351], [-0.0302, 0.1619, -0.0542], [0.0902, -0.4714, 0.0903], [0.0589, 0.2491, -0.2157], [0.3559, 0.0338, 0.0838], [-0.2649, 0.2603, -0.1109], [0.2793, 0.3599, -0.0611], [0.0048, -0.0519, 0.0529], [-0.0503, -0.0680, 0.0320], [0.0272, -0.1024, -0.0269], [-0.0347, -0.1762, 0.0932], [-0.0290, 0.0106, -0.0383], [0.2967, 0.1254, 0.0537], [0.0229, 0.0893, -0.0123], [0.0296, 0.1099, 0.0257], [0.0378, 0.0672, -0.0369], [-0.1335, -0.1485, 0.0422], [0.0188, 0.1053, -0.1575], [0.0130, -0.1047, 0.0506], [0.0237, -0.0659, -0.0768], [-0.0047, 0.0528, -0.0883], [0.1261, -0.0605, 0.0458], [-0.0382, -0.1220, 0.0329]], "lumo_energy_ev": 0.3, "total_energy_ha": -1708.04322, "de_lowest_kj_mol": 0.0, "smiles": "Cc1c(CC(=O)O)c(=O)oc2c(C)c(OCc3c(F)cccc3Cl)ccc12", "mol_weight_g_mol": 390.8}

=====

Record 2
{"formula": "C20H16F3NO13P", "method": "ωB97M-V/def2-TZVPD", "species": ["C", "P", "O", "N", "C", "F", "F", "F", "H", "H", "H", "H", "C", "C", "C", "O", "C", "C", "C", "O", "O", "O", "H", "H", "H", "H", "C", "C", "C", "O", "C", "C", "C", "O", "O", "O", "H", "H", "H", "H", "C", "C", "C", "O", "C", "C", "C", "O", "O", "O", "H", "H", "H", "H"], "positions_angstrom": [[1.06386, 0.34548, 0.22330], [-0.03613, 1.62483, -0.59547], [0.00036, 2.79184, 0.64324], [-1.51495, 0.92500, -0.58709], [-2.24724, 0.91651, 0.53270], [-1.62764, 0.47201, 1.70208], [-2.79998, 2.12690, 0.92944], [-3.34643, 0.08516, 0.42911], [1.59128, -0.16430, -0.56422], [1.79196, 0.83040, 0.86399], [0.43621, -0.31298, 0.81161], [0.87935, 3.17538, 0.57134], [2.36835, -5.04238, 0.86715], [2.73900, -3.76457, 0.69463], [2.63142, -3.07250, -0.64051], [2.99005, -1.91473, -0.69202], [2.10859, -3.82349, -1.76998], [1.73919, -5.09730, -1.59337], [1.84007, -5.78617, -0.25840], [1.46773, -6.94594, -0.19974], [1.25694, -5.86565, -2.56260], [3.21314, -3.00458, 1.66465], [2.43967, -5.54649, 1.82024], [2.03688, -3.31992, -2.72330], [1.06793, -6.72884, -2.14656], [3.35892, -2.11778, 1.27474], [-0.34371, 6.47866, -4.97755], [0.26617, 5.66494, -4.10228], [-0.00007, 4.18338, -4.06095], [0.62207, 3.53090, -3.25158], [-0.98494, 3.63337, -4.98275], [-1.59503, 4.44921, -5.84888], [-1.30244, 5.92222, -5.90989], [-1.89810, 6.57895, -6.75053], [-2.50663, 4.04323, -6.73169], [1.15057, 6.07172, -3.20893], [-0.15353, 7.54170, -5.01805], [-1.18928, 2.57342, -4.92721], [-2.77094, 4.84512, -7.22110], [1.40682, 5.26430, -2.71400], [-2.06841, -2.54274, 4.54368], [-0.99096, -2.19054, 3.82446], [0.00819, -1.17614, 4.32313], [0.96616, -0.95263, 3.61400], [-0.23398, -0.53861, 5.60756], [-1.31395, -0.88745, 6.31461], [-2.29348, -1.92469, 5.83112], [-3.23228, -2.18351, 6.56733], [-1.62227, -0.36631, 7.49712], [-0.70770, -2.69263, 2.64022], [-2.78803, -3.26954, 4.19610], [0.47492, 0.20215, 5.94823], [-2.45196, -0.80651, 7.76687], [0.10427, -2.23783, 2.33600]], "forces_ev_per_angstrom": [[-0.4094, 0.5191, 0.0574], [0.3783, -0.2662, -0.5330], [-0.1217, -0.1407, 0.0483], [-0.1807, 0.6615, 0.7677], [-0.2871, -0.3358, -0.7320], [0.1098, -0.1002, 0.3813], [0.0414, -0.0860, 0.0275], [0.0039, 0.0332, 0.0694], [0.0637, -0.3365, -0.2112], [0.2402, 0.1224, 0.2209], [0.0244, -0.2895, 0.1278], [-0.0225, 0.1840, 0.0718], [-0.0353, -0.1973, -0.0323], [-0.0829, -0.1040, 0.1507], [-0.1743, -0.1079, -0.3287], [0.3129, -0.1062, 0.0210], [0.0786, 0.1379, -0.0039], [-0.0007, 0.1324, -0.1209], [0.1297, 0.1328, 0.3784], [-0.0270, -0.0745, -0.1416], [-0.0236, -0.0748, -0.0527], [0.0457, 0.0847, 0.0119], [-0.0125, 0.0331, 0.0233], [-0.0407, -0.0046, -0.0032], [-0.0129, -0.0179, 0.0492], [-0.0623, 0.0405, 0.0052], [-0.0722, 0.0798, -0.1361], [-0.0529, 0.2332, -0.0064], [-0.3757, -0.2934, -0.1390], [0.2994, 0.1641, -0.1648], [0.1019, -0.0903, 0.0664], [-0.0189, -0.1935, 0.0325], [0.2183, 0.2561, 0.1924], [-0.0813, -0.0889, -0.0599], [-0.0217, 0.0041, -0.0478], [0.0844, -0.0122, 0.0642], [0.0197, 0.0006, 0.0201], [-0.0304, 0.0063, 0.0160], [0.0034, 0.0482, -0.0052], [-0.0191, -0.0407, 0.0215], [-0.1247, -0.0574, 0.2143], [-0.1961, -0.0198, -0.1023], [-0.0869, 0.2461, 0.1941], [0.1785, -0.0608, -0.0497], [0.1440, -0.0002, -0.0863], [0.1383, 0.1153, -0.0189], [-0.0075, -0.2357, -0.4174], [-0.0270, 0.0765, 0.1728], [-0.0232, 0.0248, 0.1105], [0.1168, -0.0883, -0.0185], [0.0026, 0.0130, -0.0484], [-0.0209, 0.0215, 0.0093], [-0.0436, -0.0432, -0.0325], [-0.0404, 0.0952, -0.0329]], "lumo_energy_ev": 0.4, "total_energy_ha": -2445.64494, "total_charge": -1, "mol_weight_g_mol": 566.3}

=====

Record 3
{"formula": "C20H17BO4", "method": "ωB97M-V/def2-TZVPD", "species": ["O", "B", "O", "C", "C", "C", "C", "C", "O", "C", "C", "C", "C", "C", "O", "C", "C", "C", "C", "C", "C", "C", "C", "C", "C", "H", "H", "H", "H", "H", "H", "H", "H", "H", "H", "H", "H", "H", "H", "H", "H", "H"], "positions_angstrom": [[3.52956, -0.75118, -5.30835], [3.52306, 0.34333, -4.35534], [4.47079, 1.35259, -4.27809], [4.24051, 1.98547, -3.07749], [2.92307, 1.42204, -2.49361], [2.27877, 1.77125, -1.33552], [1.22908, 1.02677, -0.92124], [0.73644, -0.10107, -1.63225], [-0.29496, -0.87424, -1.10826], [-1.40525, -0.12557, -0.62041], [-1.90056, 1.01690, -1.21152], [-2.97041, 1.75617, -0.64423], [-3.55633, 1.37093, 0.50194], [-3.21238, 0.10133, 0.98383], [-3.89814, -0.25333, 2.15336], [-3.38683, -1.34629, 2.92988], [-1.90875, -1.42925, 3.14727], [-1.22464, -2.61542, 3.29915], [0.13569, -2.66100, 3.37030], [0.90987, -1.57329, 3.59802], [0.24244, -0.32113, 3.55229], [-1.15769, -0.26877, 3.38997], [-2.10333, -0.59978, 0.47911], [1.40722, -0.43863, -2.78152], [2.44812, 0.34487, -3.18184], [3.99336, -0.21662, -6.01477], [5.15721, 1.80168, -2.46902], [4.24409, 3.05028, -3.24187], [2.54541, 2.73823, -0.94245], [0.73186, 1.29057, -0.02066], [-1.59063, 1.36929, -2.15259], [-3.28750, 2.72061, -1.16319], [-4.30574, 1.93174, 1.08298], [-3.97343, -1.36641, 3.89895], [-3.86068, -2.15253, 2.37344], [-1.76650, -3.51301, 3.13611], [0.61333, -3.60966, 3.19206], [1.94742, -1.63991, 3.57373], [0.76512, 0.60403, 3.63469], [-1.62359, 0.70100, 3.23898], [-1.88060, -1.55307, 0.76523], [1.23548, -1.28889, -3.34708]], "forces_ev_per_angstrom": [[1.1284, 4.0836, 0.0747], [-1.1140, -3.4235, -0.6656], [-1.1301, -1.9801, -1.6892], [0.0218, 0.8201, 1.9631], [1.0932, 0.3664, 0.2808], [0.6192, 1.5078, -0.4467], [-1.4052, -1.0753, 0.2288], [0.6449, 0.6784, 0.7814], [-0.9129, 1.2008, 0.1003], [-0.0681, 0.1216, -0.3447], [-0.9080, 0.6282, 0.1667], [0.9820, 1.5159, -2.1140], [-1.1053, -1.0208, 1.5554], [0.6929, 0.1080, 1.4946], [1.1548, 0.8797, -0.4133], [-1.9779, -0.5500, -0.0668], [0.5588, 1.0406, 1.6766], [-1.2866, 0.1428, -1.1761], [0.7279, -1.5368, 0.3815], [-1.8709, 2.4693, -0.9070], [-1.0055, -1.1546, 0.4344], [0.8860, 0.1210, -0.8380], [-1.3711, 1.3909, -0.8910], [-0.5715, 0.2374, 0.7434], [3.1635, 0.9659, -1.9758], [-0.3046, -1.6584, 0.1972], [-0.8862, -0.0559, 0.2141], [-0.3551, 0.6024, 0.0000], [-0.0138, -0.0454, 1.0006], [-0.4715, 0.2494, 0.6425], [0.9273, 0.2744, -0.9345], [0.5241, -1.4545, 0.7563], [0.3582, -0.2297, -0.6379], [0.8222, 0.5332, -0.9162], [0.8690, -1.1088, 0.2008], [-0.3594, -0.8652, -0.0929], [0.1020, -0.3423, 0.3360], [1.6415, -0.0218, 0.2279], [0.4303, 0.4478, 0.1190], [0.0033, -0.0494, 0.2472], [0.6700, -2.2215, 1.1755], [-0.9038, -1.5910, -0.8891]], "lumo_energy_ev": 0.6, "total_energy_ha": -1098.15554, "de_lowest_kj_mol": 154.6, "smiles": "OB1OCc2ccc(Oc3cccc(OCc4ccccc4)c3)cc21", "mol_weight_g_mol": 332.2}

=====

Record 4
{"formula": "C20H17BrW", "method": "ωB97M-V/def2-TZVPD", "species": ["C", "C", "C", "H", "C", "C", "H", "H", "H", "H", "W", "Br", "C", "C", "C", "H", "C", "C", "H", "H", "H", "H", "C", "C", "C", "C", "C", "C", "C", "C", "C", "C", "H", "H", "H", "H", "H", "H", "H"], "positions_angstrom": [[-0.94575, -1.62782, -2.60357], [-1.83751, -2.70400, -2.30448], [-2.90871, -2.17616, -1.51552], [-1.78454, -3.71809, -2.69313], [-2.68506, -0.76996, -1.33285], [-1.44025, -0.43522, -1.96142], [-1.00570, 0.55898, -2.03718], [-0.12563, -1.64894, -3.32106], [-3.76470, -2.74614, -1.17243], [-3.36916, -0.06830, -0.85014], [-1.00666, -1.86651, -0.39802], [1.13193, -2.85617, -0.71578], [2.42867, 1.35740, -1.52475], [1.44286, 1.90057, -2.40309], [1.43431, 1.10927, -3.59198], [0.76691, 2.71917, -2.17511], [2.42940, 0.09809, -3.46045], [3.06898, 0.27090, -2.19778], [3.88433, -0.33741, -1.81560], [2.61570, 1.67318, -0.50362], [0.83227, 1.29794, -4.48131], [2.73718, -0.58726, -4.24952], [2.09289, 1.32220, 3.54874], [2.38239, 0.44705, 2.48229], [1.35168, -0.18241, 1.79191], [-0.00089, 0.03438, 2.10845], [-1.10346, -0.55804, 1.38741], [-2.41542, -0.27997, 1.79234], [-2.68171, 0.64874, 2.82415], [-1.64159, 1.22073, 3.53185], [-0.29747, 0.94077, 3.19970], [0.77296, 1.54154, 3.90583], [2.91203, 1.80372, 4.08456], [3.41656, 0.24855, 2.19323], [1.58335, -0.87874, 0.98673], [-3.26367, -0.76567, 1.30436], [-3.71505, 0.90411, 3.06081], [-1.83251, 1.91032, 4.36099], [0.54103, 2.19919, 4.74546]], "forces_ev_per_angstrom": [[-0.8580, 0.3422, -1.0638], [-0.6816, 0.6108, -0.9552], [-0.5621, 0.3979, -0.4019], [0.1823, 0.2311, 0.3694], [-0.8349, -0.0789, -0.9243], [-0.8293, 0.0738, -1.0035], [0.2977, -0.2433, 0.0744], [0.1477, 0.0165, 0.7220], [0.1621, 0.1402, 0.0530], [0.5142, -0.3943, 0.0035], [3.0886, 0.5678, 3.5092], [0.3414, -0.5949, 0.2749], [-0.4850, -0.2236, -0.7045], [0.2490, -0.9354, 0.3458], [0.3097, -0.1230, 0.3491], [0.1815, -0.0180, -0.0707], [0.0715, 0.5843, 0.3094], [-0.8736, 0.0476, -0.2610], [-0.1237, 0.1521, -0.0401], [0.0927, 0.0906, -0.2030], [0.1555, -0.0463, 0.2311], [-0.0949, 0.1074, 0.2473], [-0.5233, -0.0841, 0.0333], [-0.5488, -0.4132, -0.3953], [0.7478, 0.0268, 0.1235], [-0.6237, 0.8724, 0.4860], [-0.7839, -1.0718, -0.8528], [0.6707, 0.3224, 0.2319], [0.1531, 0.0533, 0.4383], [-0.5552, -0.0648, -0.2110], [0.4773, -0.6249, -0.5459], [0.5751, 0.1059, 0.0340], [-0.3120, -0.0982, -0.0972], [-0.3337, 0.0965, 0.0865], [0.1065, 0.3934, 0.2192], [0.2326, 0.2277, 0.1299], [0.2634, -0.1146, 0.0500], [-0.0226, -0.1996, -0.3643], [0.0257, -0.1318, -0.2271]], "s_squared": 2.16, "multiplicity": 3, "lumo_energy_ev": [-2.7, -2.4], "total_energy_ha": -3413.21868, "mol_weight_g_mol": 521.1}